DFT (ωB97M-V/def2-TZVPD) results for C31H55BrHgNO3P3 as an isolated structure.

Calculated values
LUMO = -7.15 eV
gap between HOMO and LUMO = 4.870 eV
total charge = +2

Each line ends with the Löwdin charge.
Atoms and positions in Å:
N: -6.682 4.837 -5.750  0.056
C: -6.549 5.284 -4.496  -0.117
C: -5.703 4.632 -3.588  -0.021
C: -4.968 3.493 -3.991  -0.213
C: -5.195 3.011 -5.314  -0.005
C: -6.043 3.743 -6.167  -0.125
C: -3.947 3.011 -3.068  -0.024
Hg: -0.683 -0.750 0.780  0.994
P: 5.421 -1.291 -0.236  0.948
C: -3.082 2.003 -3.348  -0.055
C: -1.881 1.790 -2.578  -0.237
C: -0.800 1.268 -3.303  -0.037
C: 0.468 1.160 -2.745  -0.113
C: 0.672 1.987 -1.597  -0.692
C: -0.410 2.148 -0.713  -0.186
C: -1.702 2.127 -1.212  -0.040
Br: 2.373 2.637 -1.266  0.894
H: -3.821 3.586 -2.139  0.118
H: -3.195 1.438 -4.279  0.110
H: -5.570 5.060 -2.597  0.107
H: -4.683 2.127 -5.701  0.100
H: -7.129 6.167 -4.197  0.116
H: -6.218 3.426 -7.203  0.115
H: -1.027 1.004 -4.333  0.127
H: -2.567 2.304 -0.587  0.116
H: 1.222 0.517 -3.199  0.108
H: -0.225 2.252 0.342  0.016
P: -0.607 -2.866 -0.325  0.838
C: 5.241 0.492 0.178  -0.452
C: 6.292 1.352 -0.523  -0.178
H: 5.405 0.662 1.255  0.083
H: 4.252 0.861 -0.125  -0.002
H: 6.106 2.410 -0.313  0.068
H: 7.289 1.109 -0.137  0.074
H: 6.304 1.245 -1.614  0.069
C: 4.487 -1.622 -1.771  -0.436
C: 5.232 -2.667 -2.622  -0.173
H: 4.364 -0.679 -2.327  0.077
H: 3.497 -2.006 -1.491  0.026
H: 4.818 -2.716 -3.633  0.063
H: 6.302 -2.455 -2.743  0.069
H: 5.152 -3.684 -2.222  0.068
C: 4.363 -2.142 0.981  -0.464
C: 5.152 -2.372 2.269  -0.180
H: 4.107 -3.118 0.535  0.073
H: 3.437 -1.573 1.146  0.057
H: 4.753 -3.194 2.864  0.064
H: 6.189 -2.627 2.050  0.063
H: 5.153 -1.499 2.919  0.062
C: -0.434 -4.231 0.881  -0.360
C: -1.628 -5.184 0.985  -0.123
H: -0.241 -3.770 1.864  0.082
H: 0.472 -4.801 0.619  0.098
H: -2.491 -4.714 1.472  0.066
H: -1.944 -5.557 0.002  0.086
H: -1.358 -6.061 1.590  0.096
C: 0.776 -2.936 -1.498  -0.379
C: 0.402 -2.679 -2.957  -0.112
H: 1.246 -3.927 -1.390  0.102
H: 1.522 -2.204 -1.151  0.053
H: -0.513 -3.211 -3.240  0.076
H: 0.255 -1.616 -3.185  0.057
H: 1.203 -3.042 -3.610  0.095
C: -2.248 -2.775 -1.125  -0.406
C: -3.410 -2.424 -0.196  -0.137
H: -2.422 -3.746 -1.604  0.099
H: -2.148 -2.014 -1.914  0.089
H: -4.353 -2.401 -0.754  0.099
H: -3.524 -3.170 0.597  0.063
H: -3.298 -1.437 0.272  0.033
C: -2.744 -0.796 4.789  -0.068
C: -2.821 0.042 3.547  -0.221
O: -1.661 1.002 3.457  -0.292
P: -0.210 0.491 2.911  0.685
O: 0.285 -0.507 4.084  -0.287
C: 0.896 -0.046 5.370  -0.195
C: 0.082 0.918 6.173  -0.062
O: 0.723 1.814 2.929  -0.252
C: 0.620 3.033 2.114  -0.270
C: 1.150 4.203 2.915  -0.048
H: -2.125 -1.695 4.681  0.084
H: -3.753 -1.134 5.050  0.100
H: -2.368 -0.183 5.612  0.066
H: -2.881 -0.523 2.609  0.068
H: -3.712 0.664 3.618  0.128
H: 1.130 -0.940 5.951  0.131
H: 1.843 0.390 5.055  0.119
H: -0.935 0.588 6.362  0.059
H: 0.601 1.031 7.131  0.106
H: 0.081 1.898 5.695  0.082
H: 1.215 2.914 1.185  0.052
H: -0.429 3.323 1.891  0.128
H: 1.911 3.854 3.622  0.092
H: 1.550 4.994 2.260  0.100
H: 0.326 4.679 3.464  0.090